DFT (the ωB97M-V functional and the def2-TZVPD basis) results for a structure of composition C10H27AsNReS5Si4Te.

Geometry as XYZ:
```
50
Properties=species:S:1:pos:R:3
Re -0.54 -0.98 -4.21
S -1.72 -0.86 -6.20
As 1.16 -1.04 -6.23
S -0.29 -3.01 -3.82
S 1.41 0.18 -4.42
S -0.36 0.00 -7.51
S -3.17 2.51 -4.34
C -2.43 1.23 -3.88
N -1.87 0.23 -3.48
C -0.81 3.18 -0.59
Si 0.05 2.46 0.88
C 1.99 2.07 0.36
C 0.15 3.46 2.43
Si 0.67 0.34 0.91
Te 0.34 -1.02 -1.19
Si 2.24 -0.80 2.34
C 3.75 -0.96 1.26
C 2.47 0.30 3.82
C 1.54 -2.47 2.76
Si -2.02 -1.59 -0.21
C -1.69 -2.21 1.52
C -2.80 -2.91 -1.26
C -3.04 -0.04 -0.18
H -0.37 4.15 -0.85
H -1.86 3.34 -0.37
H -0.73 2.52 -1.46
H 2.36 1.49 -0.48
H 2.71 2.08 1.18
H 1.96 3.10 -0.04
H 0.85 4.29 2.31
H 0.46 2.86 3.28
H -0.83 3.89 2.65
H 3.94 -0.11 0.60
H 3.68 -1.86 0.64
H 4.63 -1.07 1.90
H 2.82 1.30 3.56
H 3.23 -0.15 4.47
H 1.55 0.39 4.40
H 1.28 -3.04 1.87
H 0.69 -2.42 3.43
H 2.33 -3.02 3.28
H -2.30 -3.10 1.70
H -1.97 -1.47 2.27
H -0.65 -2.51 1.70
H -2.21 -3.82 -1.31
H -3.04 -2.58 -2.27
H -3.75 -3.15 -0.77
H -2.77 0.60 0.67
H -4.09 -0.32 -0.05
H -2.97 0.54 -1.10
```

Output
Energy above the lowest of the compared OMol25 structures with the same formula, charge and spin: 0.0 kcal per mole
HOMO level: -13.961 eV
F_max: 0.0118 hartree/bohr
Calculated total energy: -6182.530723 Eh
Total charge: +2